No. 1
The following is a DFT calculation (ωB97M-V/def2-TZVPD) of a cluster of 14 separate species, C72H148BN6O29 in total.

Element x y z (Å)
O: -25.580 -14.279 -5.758
C: -25.799 -13.825 -6.831
O: -26.905 -13.382 -7.334
B: -26.716 -12.971 -8.741
O: -25.388 -13.494 -9.130
C: -24.717 -13.823 -8.077
O: -23.549 -14.109 -8.004
O: -26.758 -11.499 -8.835
C: -27.756 -11.149 -9.604
O: -28.245 -10.080 -9.756
C: -28.397 -12.412 -10.148
O: -27.790 -13.450 -9.609
O: -29.347 -12.508 -10.924
C: -28.283 -10.774 -5.030
O: -28.524 -10.512 -3.663
C: -29.828 -10.843 -3.113
C: -30.945 -9.879 -3.630
O: -30.656 -8.461 -3.716
C: -30.018 -7.996 -2.535
C: -30.881 -7.934 -1.287
O: -30.984 -9.182 -0.679
C: -31.949 -9.310 0.347
H: -28.101 -11.814 -5.273
H: -27.466 -10.195 -5.458
H: -29.219 -10.586 -5.639
H: -29.683 -10.726 -2.070
H: -30.171 -11.882 -3.354
H: -31.797 -10.112 -3.025
H: -31.218 -10.147 -4.643
H: -29.677 -6.990 -2.757
H: -29.202 -8.647 -2.332
H: -31.874 -7.457 -1.561
H: -30.430 -7.219 -0.549
H: -31.644 -10.094 1.032
H: -32.871 -9.651 -0.106
H: -32.006 -8.337 0.800
C: -23.678 -11.688 -4.775
O: -24.644 -11.386 -3.771
C: -25.100 -10.070 -3.610
C: -24.116 -9.177 -2.782
O: -23.053 -8.792 -3.634
C: -21.930 -8.148 -3.020
C: -22.164 -6.773 -2.483
O: -21.905 -5.750 -3.440
C: -21.921 -4.476 -2.821
H: -23.613 -12.782 -4.685
H: -22.681 -11.271 -4.617
H: -24.078 -11.372 -5.738
H: -26.072 -10.045 -3.109
H: -25.322 -9.567 -4.577
H: -23.746 -9.636 -1.897
H: -24.687 -8.334 -2.433
H: -21.124 -8.011 -3.754
H: -21.596 -8.797 -2.217
H: -21.409 -6.699 -1.660
H: -23.161 -6.662 -2.041
H: -21.762 -3.647 -3.531
H: -21.144 -4.355 -2.124
H: -22.881 -4.273 -2.265
C: -32.191 -11.888 -12.180
O: -31.672 -12.777 -13.185
C: -31.594 -12.337 -14.496
C: -32.946 -12.583 -15.278
O: -33.336 -13.952 -14.999
C: -34.662 -14.260 -15.462
C: -35.527 -14.771 -14.332
O: -35.862 -13.678 -13.486
C: -36.733 -13.925 -12.400
H: -33.297 -11.692 -12.295
H: -31.575 -10.998 -12.094
H: -32.077 -12.431 -11.271
H: -30.939 -13.048 -14.986
H: -31.243 -11.311 -14.631
H: -32.715 -12.329 -16.327
H: -33.709 -11.906 -14.949
H: -34.643 -15.075 -16.201
H: -35.042 -13.361 -15.979
H: -34.908 -15.332 -13.615
H: -36.388 -15.317 -14.693
H: -36.730 -13.059 -11.735
H: -36.421 -14.875 -11.817
H: -37.801 -14.139 -12.738
C: -29.639 -18.919 -15.164
O: -30.034 -17.695 -14.557
C: -31.406 -17.797 -14.167
C: -31.790 -16.614 -13.372
O: -31.105 -16.741 -12.132
C: -31.122 -15.601 -11.298
C: -30.088 -15.624 -10.220
O: -30.464 -16.518 -9.144
C: -29.377 -16.569 -8.224
H: -29.769 -19.762 -14.465
H: -28.657 -18.712 -15.521
H: -30.279 -19.046 -16.097
H: -31.626 -18.694 -13.489
H: -32.090 -17.923 -14.985
H: -32.878 -16.750 -13.305
H: -31.537 -15.661 -13.881
H: -32.148 -15.476 -10.903
H: -30.961 -14.676 -11.897
H: -29.787 -14.632 -9.898
H: -29.095 -15.872 -10.606
H: -29.212 -15.627 -7.701
H: -28.470 -16.901 -8.697
H: -29.557 -17.355 -7.442
C: -23.930 -10.284 -11.329
O: -22.670 -9.655 -11.650
C: -22.284 -10.027 -12.983
C: -22.942 -9.140 -14.019
O: -22.485 -7.772 -13.810
C: -21.667 -7.268 -14.841
C: -22.012 -5.810 -14.941
O: -21.748 -5.135 -13.755
C: -21.834 -3.712 -13.968
H: -23.922 -11.280 -11.725
H: -24.819 -9.703 -11.648
H: -24.046 -10.301 -10.231
H: -22.460 -11.075 -13.221
H: -21.218 -9.934 -13.044
H: -23.983 -9.152 -13.864
H: -22.715 -9.460 -15.037
H: -21.795 -7.728 -15.856
H: -20.626 -7.346 -14.559
H: -23.026 -5.652 -15.306
H: -21.401 -5.347 -15.745
H: -22.826 -3.492 -14.367
H: -21.103 -3.410 -14.780
H: -21.556 -3.220 -13.069
C: -28.961 -5.749 -16.547
O: -28.314 -5.380 -15.364
C: -29.128 -4.904 -14.383
C: -29.348 -5.941 -13.282
O: -30.276 -6.936 -13.818
C: -30.488 -8.066 -12.954
C: -29.399 -9.139 -13.041
O: -29.303 -9.580 -14.409
C: -28.056 -10.055 -14.809
H: -28.249 -6.217 -17.224
H: -29.422 -4.863 -16.969
H: -29.815 -6.342 -16.269
H: -30.118 -4.631 -14.741
H: -28.654 -4.037 -13.908
H: -29.767 -5.449 -12.384
H: -28.372 -6.467 -13.104
H: -31.359 -8.580 -13.326
H: -30.659 -7.817 -11.944
H: -29.745 -9.916 -12.418
H: -28.432 -8.777 -12.716
H: -27.900 -11.050 -14.360
H: -27.264 -9.351 -14.491
H: -28.097 -10.316 -15.872
C: -24.738 -18.146 -10.680
O: -23.586 -17.302 -10.973
C: -23.280 -16.362 -9.942
C: -22.236 -15.383 -10.436
O: -22.782 -14.677 -11.582
C: -21.907 -13.691 -11.999
C: -21.810 -13.709 -13.507
O: -20.879 -12.799 -13.963
C: -19.499 -12.864 -13.700
H: -25.605 -17.585 -10.432
H: -24.480 -18.845 -9.899
H: -24.812 -18.741 -11.611
H: -22.782 -16.858 -9.094
H: -24.124 -15.820 -9.569
H: -21.368 -15.993 -10.783
H: -21.977 -14.714 -9.666
H: -20.894 -13.767 -11.583
H: -22.284 -12.680 -11.622
H: -22.762 -13.376 -13.866
H: -21.706 -14.708 -13.936
H: -19.151 -12.137 -14.469
H: -19.026 -13.839 -13.958
H: -19.248 -12.530 -12.730
C: -28.360 -15.177 -13.278
C: -27.229 -15.969 -12.756
C: -26.185 -15.038 -12.077
C: -25.769 -13.966 -12.988
N: -25.362 -13.142 -13.655
H: -29.070 -15.826 -13.770
H: -28.210 -14.280 -13.887
H: -28.874 -14.792 -12.387
H: -26.654 -16.509 -13.478
H: -27.587 -16.643 -12.010
H: -25.342 -15.665 -11.897
H: -26.585 -14.550 -11.232
C: -22.782 -16.557 -5.916
C: -23.510 -17.835 -5.391
C: -25.065 -17.727 -5.528
C: -25.588 -17.279 -6.835
N: -25.979 -16.996 -7.887
H: -23.137 -15.593 -5.479
H: -23.043 -16.400 -6.951
H: -21.704 -16.575 -5.865
H: -23.191 -17.958 -4.395
H: -23.094 -18.740 -5.880
H: -25.391 -17.061 -4.742
H: -25.496 -18.714 -5.427
C: -27.832 -6.384 -9.740
C: -28.398 -7.215 -8.616
C: -29.900 -7.579 -8.826
C: -30.695 -6.373 -8.409
N: -31.151 -5.370 -8.070
H: -28.019 -6.767 -10.775
H: -26.774 -6.373 -9.523
H: -28.218 -5.356 -9.811
H: -28.182 -6.781 -7.624
H: -27.882 -8.212 -8.583
H: -30.137 -8.365 -8.057
H: -30.161 -7.847 -9.844
C: -25.338 -15.303 -2.580
C: -25.458 -13.857 -2.030
C: -26.642 -13.138 -2.681
C: -27.985 -13.741 -2.508
N: -28.966 -14.313 -2.471
H: -26.306 -15.825 -2.484
H: -24.489 -15.824 -2.113
H: -25.188 -15.247 -3.687
H: -24.466 -13.398 -2.252
H: -25.633 -13.918 -0.972
H: -26.451 -12.842 -3.731
H: -26.767 -12.195 -2.159
C: -24.702 -6.966 -7.119
C: -24.229 -8.045 -8.026
C: -22.803 -7.941 -8.676
C: -21.650 -7.768 -7.809
N: -20.758 -7.629 -7.098
H: -24.339 -6.007 -7.462
H: -24.458 -7.073 -6.054
H: -25.805 -6.932 -7.191
H: -24.862 -8.223 -8.859
H: -24.220 -9.010 -7.437
H: -22.800 -7.103 -9.402
H: -22.581 -8.805 -9.333
C: -32.167 -10.960 -8.013
C: -31.826 -12.440 -8.170
N: -32.494 -13.312 -7.251
C: -32.042 -13.324 -5.849
C: -30.676 -13.969 -5.656
C: -32.674 -14.675 -7.820
C: -33.965 -14.792 -8.602
H: -33.209 -10.785 -8.313
H: -31.512 -10.382 -8.588
H: -32.108 -10.757 -6.945
H: -32.050 -12.746 -9.223
H: -30.745 -12.580 -8.228
H: -32.003 -12.284 -5.479
H: -32.845 -13.863 -5.310
H: -29.944 -13.411 -6.217
H: -30.464 -13.808 -4.597
H: -30.639 -14.985 -5.990
H: -32.754 -15.412 -6.999
H: -31.899 -15.039 -8.483
H: -34.084 -14.007 -9.395
H: -34.820 -14.752 -7.943
H: -34.042 -15.801 -9.142

For the relative energy (zero: lowest compared OMol25 entry of this formula, charge and spin), the calculation gives 0.0 kcal/mol. Its gap between HOMO and LUMO is 0.2982 Eh. Its HOMO energy is -0.2237 Ha. As for the charge: -1.

No. 2
The following is a DFT calculation (ωB97M-V/def2-TZVPD) of a structure of composition C28H29FeN7OS6SbSe.

Element x y z (Å)
Fe: -0.065 -0.754 -1.123
C: -0.404 -4.356 1.311
C: -0.627 -2.988 0.728
N: 0.213 -2.451 -0.091
N: 1.479 -3.055 -0.127
C: 2.400 -2.174 -0.343
S: 2.166 -0.526 -0.737
S: 4.059 -2.737 0.054
C: 4.221 -1.751 1.587
C: 3.093 -1.946 2.562
C: 3.058 -3.051 3.408
C: 1.992 -3.247 4.273
C: 0.936 -2.344 4.292
C: 0.958 -1.243 3.447
C: 2.035 -1.040 2.594
C: -1.758 -2.211 1.235
C: -2.820 -2.854 1.879
C: -3.788 -2.163 2.579
C: -3.667 -0.772 2.686
C: -2.633 -0.106 2.075
C: -1.671 -0.783 1.277
O: -0.775 -0.094 0.662
H: 0.547 -4.761 0.987
H: -1.211 -5.013 0.972
H: -0.441 -4.318 2.400
H: 4.291 -0.703 1.300
H: 5.175 -2.059 2.023
H: 3.867 -3.774 3.368
H: 1.976 -4.116 4.922
H: 0.091 -2.507 4.951
H: 0.128 -0.547 3.426
H: 2.032 -0.193 1.916
H: -2.885 -3.934 1.825
H: -4.613 -2.688 3.044
H: -4.405 -0.208 3.248
H: -2.540 0.972 2.134
S: -2.368 0.319 -4.875
Sb: -0.097 0.332 -4.287
S: -0.024 1.375 -2.069
S: 0.382 -1.751 -3.129
C: -4.490 -4.721 -1.165
C: -4.290 -3.906 -2.441
C: -3.666 -2.575 -2.155
N: -2.467 -2.460 -1.719
N: -2.095 -1.157 -1.535
C: -3.022 -0.299 -1.837
N: -2.904 1.061 -1.738
S: -4.485 -1.061 -2.353
H: -4.911 -5.705 -1.388
H: -5.159 -4.204 -0.474
H: -3.533 -4.857 -0.663
H: -5.240 -3.759 -2.959
H: -3.627 -4.436 -3.129
H: -1.922 1.290 -1.535
H: -3.115 1.478 -2.641
C: 2.688 4.175 -0.262
N: 2.525 4.395 1.162
C: 1.699 3.647 1.970
Se: 0.682 2.252 1.458
N: 1.837 4.192 3.225
C: 2.713 5.258 3.220
C: 3.167 6.107 4.209
C: 4.078 7.096 3.841
C: 4.516 7.219 2.527
C: 4.060 6.360 1.529
C: 3.153 5.382 1.893
H: 1.950 3.441 -0.589
H: 3.687 3.791 -0.476
H: 2.531 5.112 -0.797
H: 1.326 3.815 4.002
H: 2.829 6.010 5.233
H: 4.453 7.778 4.594
H: 5.226 7.996 2.273
H: 4.402 6.450 0.507

For the relative energy (zero: lowest compared OMol25 entry of this formula, charge and spin), the calculation gives 14.4 kcal/mol. Its gap between HOMO and LUMO (spin up / spin down) is 0.1670 / 0.1694 Eh. As for the multiplicity: 2. Its HOMO energy (spin up / spin down) is -0.0339 / -0.0363 Ha. As for the charge: -2.

No. 3
The following is a DFT calculation (ωB97M-V/def2-TZVPD) of a cluster of 2 separate species, C8H15IS in total.

Element x y z (Å)
C: 1.997 -0.906 0.370
C: 0.783 -1.787 0.503
C: 1.607 0.451 1.103
C: -0.549 -1.139 0.003
C: 0.364 1.070 0.709
C: -0.759 0.056 0.805
C: -1.662 1.148 -2.115
C: -2.025 0.764 0.315
S: -2.315 2.463 0.756
I: -3.788 -0.527 0.225
H: 2.810 -1.371 0.779
H: 2.145 -0.812 -0.701
H: 1.020 -2.711 0.040
H: 0.759 -1.957 1.643
H: 1.538 0.180 2.241
H: 2.405 1.161 1.065
H: -0.515 -1.057 -1.059
H: -1.315 -1.936 0.282
H: 0.181 1.817 1.407
H: 0.320 1.508 -0.342
H: -1.083 -0.012 1.883
H: -2.680 1.075 -2.367
H: -1.013 0.344 -2.274
H: -1.154 2.071 -1.892
H: -3.460 2.584 0.182

For the relative energy (zero: lowest compared OMol25 entry of this formula, charge and spin), the calculation gives 78.5 kcal/mol. Its gap between HOMO and LUMO (spin up / spin down) is 0.2947 / 0.2821 Eh. Its HOMO energy (spin up / spin down) is -0.2924 / -0.2762 Ha. As for the charge: 0.